(1)
Entry from the Open Molecules 2025 dataset: C44H42AuN3O7S as an isolated structure (the ωB97M-V functional and the def2-TZVPD basis).

Last column: Mulliken charge in e.
CARTESIAN COORDINATES (ANGSTROEM)
1 Au 0.46291 0.15818 -0.59174  0.894
2 O 0.85273 1.55550 -1.96690  -0.391
3 C 1.42742 1.26557 -3.20931  2.963
4 C 1.11968 -0.18161 -3.67147  -2.398
5 C 1.82562 -1.28395 -2.92816  0.678
6 C 2.60394 -2.21938 -3.59506  -0.735
7 C 3.10910 -3.29894 -2.89110  -1.037
8 C 2.86269 -3.41314 -1.53301  -0.725
9 C 2.14488 -2.41596 -0.89035  0.716
10 C 1.98654 -2.41912 0.60864  -2.217
11 C 0.56179 -2.26190 1.20682  3.597
12 O 0.02381 -0.99251 0.98019  -0.382
13 C -0.36939 -3.35864 0.63173  0.325
14 C -0.69853 -4.50553 1.35278  -0.607
15 C -1.62140 -5.42278 0.86025  -0.707
16 C -2.22925 -5.21717 -0.36865  -0.860
17 C -1.88511 -4.09940 -1.11696  -0.406
18 C -0.96540 -3.18379 -0.62081  -0.636
19 C 0.64138 -2.41371 2.74109  -0.997
20 C 1.67152 -3.04734 3.42565  0.116
21 C 1.64491 -3.15300 4.81490  -1.029
22 C 0.58751 -2.63125 5.54002  -0.684
23 C -0.44978 -1.99495 4.86723  -1.103
24 C -0.41518 -1.88790 3.48661  -0.256
25 N 1.64715 -1.40261 -1.60795  0.328
26 C 0.81329 2.27727 -4.19636  -0.641
27 C 0.80064 3.61305 -3.79037  -0.275
28 C 0.21366 4.59295 -4.57113  -0.925
29 C -0.37433 4.25877 -5.78725  -0.430
30 C -0.35007 2.94212 -6.21071  -1.018
31 C 0.23997 1.95716 -5.42024  0.167
32 C 2.95750 1.43227 -3.18584  -0.020
33 C 3.67146 1.66750 -4.35909  -0.239
34 C 5.04949 1.83314 -4.33181  -0.964
35 C 5.73678 1.76706 -3.12748  -0.570
36 C 5.03631 1.52101 -1.95481  -1.093
37 C 3.65669 1.35664 -1.98553  0.055
38 H 1.39237 -0.28190 -4.71948  0.542
39 H 0.03729 -0.32353 -3.58085  0.584
40 H 2.79297 -2.10482 -4.65361  0.536
41 H 3.69117 -4.05618 -3.40208  0.452
42 H 3.23224 -4.25964 -0.97052  0.512
43 H 2.59111 -1.60203 1.01835  0.500
44 H 2.40673 -3.35650 0.96508  0.399
45 H -0.24312 -4.68269 2.31924  0.421
46 H -1.87332 -6.29542 1.45025  0.456
47 H -2.96795 -5.91782 -0.73928  0.400
48 H -2.33900 -3.93068 -2.08629  0.442
49 H -0.72356 -2.30782 -1.20817  0.295
50 H 2.51598 -3.47748 2.90314  0.313
51 H 2.46068 -3.64920 5.32644  0.428
52 H 0.56926 -2.71687 6.61952  0.407
53 H -1.28645 -1.57972 5.41784  0.634
54 H -1.21393 -1.37925 2.96475  0.332
55 H 1.25635 3.87244 -2.84201  0.286
56 H 0.20878 5.62194 -4.23063  0.409
57 H -0.84671 5.01969 -6.39640  0.406
58 H -0.79534 2.66715 -7.15959  0.421
59 H 0.23225 0.93939 -5.78836  0.355
60 H 3.14185 1.73685 -5.30362  0.440
61 H 5.58721 2.02646 -5.25245  0.424
62 H 6.80909 1.91668 -3.10178  0.405
63 H 5.56382 1.46417 -1.00976  0.434
64 H 3.11110 1.18512 -1.06635  0.346
65 O -2.40805 3.63248 -0.18028  -0.557
66 C -1.64238 2.62106 0.15666  -0.138
67 O -1.69970 1.55181 -0.43089  -0.712
68 C -0.69844 2.88828 1.33043  0.920
69 N -1.17201 4.06402 2.07424  -0.536
70 C -0.04629 4.98860 2.29607  -0.746
71 C 0.78395 4.79894 1.03661  -0.751
72 C 0.71234 3.28486 0.80983  0.512
73 H -0.65427 1.97042 1.92047  0.228
74 H -1.65893 3.82223 2.92602  0.248
75 H -2.25474 4.29010 0.54274  0.446
76 H 0.53975 4.71580 3.18007  0.317
77 H -0.41259 6.00608 2.42463  0.404
78 H 1.80724 5.15080 1.16005  0.432
79 H 0.33339 5.33688 0.19886  0.287
80 H 1.47313 2.77741 1.40420  0.292
81 H 0.85512 3.00316 -0.23425  -0.619
82 N -2.88309 -0.83836 0.76902  -0.028
83 C -3.52870 -0.75415 1.91902  0.822
84 C -3.75362 -1.93210 2.69904  -0.092
85 C -4.41640 -1.83932 3.88190  -0.682
86 C -4.91952 -0.58583 4.30122  -0.116
87 C -4.65735 0.59594 3.56392  -0.822
88 C -3.99271 0.51461 2.38308  -0.479
89 S -5.74433 -0.43580 5.87631  1.253
90 O -6.63474 0.69183 5.75005  -0.663
91 O -4.51475 -0.16847 6.62938  -0.605
92 O -6.35597 -1.71426 6.13795  -0.662
93 H -2.54389 0.00059 0.30155  0.195
94 H -2.41167 -1.70267 0.52573  -0.071
95 H -3.37047 -2.88173 2.33770  0.306
96 H -4.59408 -2.70707 4.50502  0.521
97 H -5.02514 1.53708 3.95152  0.493
98 H -3.81292 1.39483 1.77498  0.527

Results
total charge	0
E_HOMO (alpha / beta)	-8.5 / -8.6	eV
molar mass	953.9	g mol⁻¹
2S+1	3
Kohn-Sham gap (alpha / beta)	8.1 / 6.0	eV
expectation value of S²	2.03

=====

(2)
Entry from the Open Molecules 2025 dataset: a 2-piece molecular cluster, C4H3O3 overall (the ωB97M-V functional and the def2-TZVPD basis).

Last column: Mulliken charge in e.
CARTESIAN COORDINATES (ANGSTROEM)
1 C -0.60711 0.32727 0.35385  -0.337
2 C -0.50253 -0.65546 -0.85503  0.415
3 C -1.86646 0.70535 0.61078  0.507
4 C 1.51602 0.17624 0.34030  -0.733
5 O -2.97793 0.95759 0.83176  -0.517
6 O -0.31587 -0.14754 -1.93960  -0.674
7 O -0.41626 -1.77031 -0.44585  -0.618
8 H 1.42266 -0.54034 -0.43022  0.389
9 H 1.78998 -0.15558 1.35803  0.262
10 H 1.95750 1.10277 0.17597  0.304

Results
total charge	-1
E_HOMO	-3.3	eV
molar mass	99.1	g mol⁻¹
relative energy (zero: lowest compared OMol25 entry of this formula, charge and spin)	278.2	kJ/mol
2S+1	1
Kohn-Sham gap	6.9	eV

=====

(3)
Entry from the Open Molecules 2025 dataset: a 4-piece molecular cluster, C5H16O3 overall (the ωB97M-V functional and the def2-TZVPD basis).

Last column: Mulliken charge in e.
CARTESIAN COORDINATES (ANGSTROEM)
1 C -1.10566 2.10400 -1.21194  -1.237
2 C -1.22785 0.60240 -0.90828  -0.347
3 C 0.03133 0.05239 -0.31262  0.004
4 C 0.78916 -0.90423 -0.85562  -0.443
5 C 1.91133 -1.53463 -0.07905  -1.263
6 H -0.21709 2.38979 -1.76337  0.356
7 H -1.35840 2.73153 -0.35965  0.334
8 H -1.96374 2.35548 -1.84476  0.348
9 H -1.53310 0.04716 -1.78616  0.396
10 H -1.99197 0.57269 -0.12901  0.244
11 H 0.42516 0.63141 0.51506  0.205
12 H 0.57564 -1.30088 -1.84465  0.294
13 H 2.16791 -1.06949 0.87438  0.272
14 H 2.82572 -1.48029 -0.67706  0.410
15 H 1.67488 -2.57054 0.14518  0.423
16 H -1.06190 1.08940 2.47023  0.297
17 H -1.74452 -0.27085 2.25157  0.320
18 O -1.91614 0.67193 2.33512  -0.633
19 H -1.98881 -2.31075 1.67348  0.329
20 H -0.63461 -2.14498 0.93401  0.362
21 O -1.04722 -2.51303 1.72547  -0.682
22 H 2.64332 1.59698 -0.39335  0.314
23 H 1.88857 0.96426 -1.54765  0.343
24 O 2.66056 1.51697 -1.35405  -0.645

Results
total charge	0
E_HOMO	-9.7	eV
molar mass	124.2	g mol⁻¹
relative energy (zero: lowest compared OMol25 entry of this formula, charge and spin)	65.7	kJ/mol
2S+1	1
SMILES	C/C=C/CC.O.O.O
Kohn-Sham gap	10.3	eV

=====

Calculated values (eV/Å) of max |F| for the records, taken in order: 0.46, 6.29, 1.65.